A molecular structure, C33H36BrN9NaO7S3Se2. Source: OMol25; level of theory: wB97M-V/def2-TZVPD.

Computed properties:
E_tot	-300206.7073	eV
total charge	-1

Last column: Mulliken charge in e.
CARTESIAN COORDINATES (ANGSTROEM)
Na1 -0.500 -0.546 0.323  0.95
S1 -5.713 -6.290 2.409  0.08
N1 -4.900 -5.268 3.358  -0.70
C1 -4.171 -4.511 2.560  0.98
C2 -3.279 -3.439 2.990  0.36
C3 -3.088 -3.107 4.329  -0.74
C4 -2.222 -2.086 4.642  -1.01
C5 -1.586 -1.416 3.597  -0.43
N2 -1.769 -1.710 2.320  0.91
C6 -2.593 -2.722 2.011  -0.66
C7 -2.740 -3.071 0.568  -0.33
N3 -2.011 -2.366 -0.296  0.62
C8 -2.083 -2.633 -1.593  -0.24
C9 -2.916 -3.644 -2.092  -0.69
C10 -3.669 -4.378 -1.212  -1.08
C11 -3.586 -4.095 0.157  0.19
C12 -4.326 -4.826 1.176  1.02
N4 -5.174 -5.816 0.963  -0.70
H1 -3.614 -3.666 5.093  0.50
H2 -2.027 -1.801 5.667  0.49
H3 -0.880 -0.620 3.809  0.30
H4 -1.462 -2.014 -2.231  0.03
H5 -2.942 -3.839 -3.155  0.49
H6 -4.321 -5.176 -1.545  0.49
O1 0.458 -0.065 -7.083  -0.61
C13 0.457 -1.289 -6.324  -1.23
C14 0.814 -1.156 -4.828  2.60
C15 2.273 -0.760 -4.670  -1.04
O2 2.609 0.483 -5.293  -0.61
C16 -0.157 -0.126 -4.238  -1.73
Se1 -0.022 0.527 -2.378  -0.37
C17 0.623 -2.594 -4.330  -1.64
Se2 1.371 -3.296 -2.635  -0.56
H7 -0.110 0.549 -6.604  0.37
H8 1.188 -1.929 -6.821  0.47
H9 -0.523 -1.769 -6.411  0.42
H10 2.896 -1.569 -5.075  0.41
H11 2.494 -0.664 -3.608  0.25
H12 2.157 0.501 -6.146  0.47
H13 -1.170 -0.513 -4.406  0.37
H14 -0.060 0.804 -4.797  0.47
H15 1.058 -3.244 -5.093  0.44
H16 -0.455 -2.791 -4.332  0.24
O3 4.694 -4.698 0.750  -0.58
C18 3.535 -4.039 1.010  1.12
C19 2.346 -4.343 0.373  -0.58
C20 1.235 -3.578 0.674  -0.80
N5 1.253 -2.563 1.553  -0.01
C21 2.396 -2.330 2.153  -0.06
Br1 2.422 -0.906 3.445  -0.19
C22 3.576 -3.017 1.951  -0.59
H17 4.547 -5.285 -0.003  0.31
H18 2.287 -5.098 -0.401  0.31
H19 0.299 -3.762 0.166  0.51
H20 4.490 -2.767 2.467  0.44
S2 -3.007 3.741 0.423  -0.19
C23 -3.999 2.562 1.168  -0.43
C24 -3.473 1.330 0.948  -0.67
N6 -2.304 1.303 0.221  0.34
C25 -1.953 2.501 -0.128  -0.22
H21 -4.896 2.825 1.703  0.43
H22 -3.893 0.398 1.301  0.38
H23 -1.084 2.722 -0.738  0.30
C26 0.593 7.526 0.842  -1.06
C27 1.629 6.912 -0.094  -0.61
S3 1.875 5.180 0.157  1.22
O4 0.579 4.563 0.300  -0.54
O5 2.812 4.708 -0.830  -0.72
C28 2.701 5.117 1.725  -0.74
C29 3.035 3.689 2.143  -1.35
N7 1.876 2.817 2.204  0.55
C30 1.610 1.819 1.329  0.23
N8 0.433 1.261 1.586  1.24
C31 -0.085 1.909 2.651  -1.17
C32 0.799 2.855 3.070  -0.67
N9 0.667 3.731 4.180  1.14
O6 -0.346 3.643 4.849  -0.67
O7 1.588 4.514 4.410  -0.71
C33 2.496 1.425 0.202  -1.27
H24 0.383 8.551 0.540  0.38
H25 0.940 7.547 1.875  0.30
H26 -0.335 6.957 0.806  0.26
H27 2.613 7.375 -0.010  0.41
H28 1.316 6.952 -1.140  0.41
H29 2.068 5.600 2.467  0.49
H30 3.629 5.674 1.595  0.54
H31 3.506 3.727 3.121  0.33
H32 3.725 3.240 1.434  0.53
H33 -1.054 1.688 3.069  0.63
H34 2.641 2.256 -0.492  0.10
H35 2.030 0.620 -0.368  -0.01
H36 3.471 1.090 0.565  0.45



2 unconnected molecules or ions with the total composition C33H36ClN2Si at a distorted geometry. Source: OMol25; level of theory: wB97M-V/def2-TZVPD.

Computed properties:
E_tot	-58178.7774	eV
total charge	+1

Last column: Mulliken charge in e.
CARTESIAN COORDINATES (ANGSTROEM)
C1 -3.002 -2.572 -3.042  -0.71
N1 -1.665 -3.181 -3.001  0.14
C2 -1.584 -4.654 -3.025  -0.86
C3 -0.619 -2.398 -2.982  0.16
Cl1 0.974 -2.942 -2.903  -0.04
H1 -3.735 -3.380 -3.060  0.34
H2 -3.165 -1.943 -2.153  0.26
H3 -3.114 -1.947 -3.939  0.36
H4 -2.613 -5.015 -3.036  0.31
H5 -1.066 -5.005 -3.924  0.37
H6 -1.071 -5.031 -2.135  0.37
H7 -0.751 -1.314 -3.074  0.32
C4 3.097 -1.161 2.912  -0.58
C5 3.211 -1.407 1.541  -0.68
C6 2.590 -0.562 0.616  -0.03
C7 1.852 0.546 1.063  -0.11
Si1 1.019 1.660 -0.167  0.23
C8 0.812 3.357 0.568  0.84
C9 1.814 4.328 0.418  -0.65
C10 1.682 5.577 1.034  -0.67
C11 0.544 5.882 1.787  -0.63
C12 -0.459 4.918 1.931  -0.80
C13 -0.325 3.660 1.333  -0.04
C14 2.112 1.704 -1.680  0.91
C15 3.458 2.078 -1.530  -0.47
C16 4.296 2.165 -2.648  -0.82
C17 3.808 1.857 -3.922  -0.62
C18 2.477 1.458 -4.069  -0.80
C19 1.632 1.378 -2.957  -0.21
C20 -0.660 0.971 -0.741  0.59
C21 -1.462 1.977 -1.588  -0.41
C22 -2.908 1.899 -1.091  -0.81
C23 -2.977 0.758 -0.070  -1.05
N2 -1.593 0.443 0.237  0.80
C24 -1.271 -0.573 1.076  0.73
C25 -2.199 -1.389 1.670  -0.93
C26 -1.859 -2.530 2.491  0.54
C27 -2.837 -3.517 2.788  -0.57
C28 -2.503 -4.653 3.515  -0.52
C29 -1.198 -4.831 3.996  -0.49
C30 -0.226 -3.853 3.738  -0.54
C31 -0.549 -2.716 3.002  0.07
C32 1.747 0.800 2.439  0.08
C33 2.356 -0.061 3.357  -0.72
H8 3.584 -1.823 3.633  0.43
H9 3.792 -2.256 1.183  0.41
H10 2.686 -0.754 -0.457  0.39
H11 2.701 4.104 -0.177  0.25
H12 2.478 6.314 0.924  0.42
H13 0.440 6.860 2.261  0.37
H14 -1.353 5.132 2.516  0.41
H15 -1.108 2.911 1.478  0.38
H16 3.861 2.304 -0.537  0.49
H17 5.332 2.478 -2.516  0.40
H18 4.461 1.924 -4.796  0.39
H19 2.080 1.208 -5.054  0.41
H20 0.597 1.057 -3.093  -0.02
H21 -0.294 0.141 -1.378  -0.77
H22 -1.053 2.991 -1.494  0.25
H23 -1.366 1.686 -2.639  0.44
H24 -3.195 2.838 -0.611  0.31
H25 -3.601 1.714 -1.915  0.33
H26 -3.526 1.044 0.838  0.47
H27 -3.508 -0.110 -0.498  0.33
H28 -0.198 -0.713 1.235  -0.52
H29 -3.265 -1.208 1.504  0.37
H30 -3.850 -3.369 2.408  0.35
H31 -3.263 -5.413 3.711  0.37
H32 -0.937 -5.724 4.567  0.37
H33 0.793 -3.978 4.111  0.40
H34 0.199 -1.944 2.808  0.14
H35 1.188 1.672 2.789  0.32
H36 2.253 0.137 4.423  0.42